Entry 1:
A single C6H12NP molecule in a non-equilibrium geometry, computed with ωB97M-V/def2-TZVPD.

The HOMO-LUMO gap (spin up / spin down) comes out at 7.3 / 7.3 eV. As for the structure (SMILES): C/C=N/C=P/C(C)C. For the energy relative to the best compared isomer or geometry (same formula, charge and spin), the calculation gives 138.1 kJ/mol. As for the charge: 0.

Element x y z (Å)
P 0.19269 0.44403 -0.50373
N -2.18099 -0.53824 0.69131
C -0.89424 -0.70065 0.51979
C -4.23851 0.66152 0.05658
C 2.78516 -0.76887 -1.13189
C -2.96364 -0.10539 -0.22554
C 1.87025 -0.26263 0.03097
C 2.63872 0.86125 0.83222
H -2.75410 -0.18425 -1.29870
H 1.98064 1.32110 1.57879
H 1.67683 -1.11256 0.78467
H -4.75550 0.87778 -0.98720
H 2.93106 1.70670 0.13441
H -0.22927 -1.36373 1.15885
H 3.39301 0.29143 1.44772
H 3.03664 -0.25690 -1.98221
H -4.81583 0.22641 0.91065
H 2.38532 -1.68108 -1.60589
H -3.90344 1.65665 0.34091
H 3.84518 -1.07256 -0.75171

Entry 2:
2 unconnected molecules or ions with the total composition C6H12O in a non-equilibrium geometry, computed with ωB97M-V/def2-TZVPD.

The HOMO-LUMO gap (spin up / spin down) comes out at 4.3 / 7.0 eV. The expectation value of S² is 0.766. Its spin multiplicity is 2. For the energy relative to the best compared isomer or geometry (same formula, charge and spin), the calculation gives 75.0 kJ/mol. As for the charge: -1.

Element x y z (Å)
O -0.55049 4.05056 0.18609
C 0.63561 -0.05232 0.35944
C 1.68519 1.44844 -1.35749
C -0.76361 -2.76111 0.94362
C 1.69076 0.76454 -0.15315
C -1.37115 -1.57935 0.11773
C -0.34153 -0.62397 -0.45033
H -1.97978 -2.01545 -0.67517
H -0.51138 -3.58274 0.28413
H -0.39713 -0.51277 -1.52193
H 0.44506 0.01855 1.42996
H -1.47601 -3.05068 1.70838
H 0.75395 1.37470 -1.90633
H 2.56623 0.93858 0.47793
H 0.10506 3.36582 0.39273
H -2.05484 -1.06687 0.80991
H 2.50669 2.10759 -1.58315
H -1.10771 3.58785 -0.45476
H 0.16508 -2.41138 1.39238

Entry 3:
2 unconnected molecules or ions with the total composition C6H12O in a non-equilibrium geometry, computed with ωB97M-V/def2-TZVPD.

The HOMO-LUMO gap (spin up / spin down) comes out at 3.2 / 7.3 eV. The expectation value of S² is 0.757. Its spin multiplicity is 2. For the energy relative to the best compared isomer or geometry (same formula, charge and spin), the calculation gives 277.9 kJ/mol. As for the charge: -1.

Element x y z (Å)
O 1.18902 -0.16856 -2.17869
C 0.57848 -0.19913 0.70295
C -0.71237 -0.19852 0.86454
C 1.47649 0.97632 0.89232
C -1.54163 -1.32276 0.38055
C 1.26135 2.04272 1.55208
C -2.01847 -1.01428 -1.14832
H -1.16935 -2.33991 0.30986
H 0.36739 0.01430 -2.52374
H -2.77884 -0.37431 -1.23639
H -2.56413 -1.78230 -1.53896
H 0.25774 2.28783 2.01928
H 1.14007 -1.13495 0.31262
H 1.54856 0.69452 -1.95945
H 2.50362 0.75222 0.40266
H 1.93589 2.96997 1.54392
H -1.25293 -0.71847 -1.67760
H -2.44425 -1.27138 1.04400
H -1.31905 0.54486 1.26864